Record 1
The following is a quantum chemistry calculation of the molecule C4H7BrN2O, from the OMol25 dataset.

## Properties
energy relative to the best compared isomer or geometry (same formula, charge and spin) = 1.0523 eV
orbital gap = 9.13 eV

Structure (XYZ):
```
15
C4H7BrN2O | the OMol25 dataset | ωB97M-V/def2-TZVPD
C 1.27321 0.00731 -0.93045
C 0.05460 -0.58059 1.03963
C 1.43788 -0.05146 0.52315
C -2.15956 0.33152 0.08263
N 2.11387 -0.08897 -1.84280
N -0.91230 -0.46819 -0.09778
O -0.21116 0.10048 -1.17577
Br 1.82209 1.77203 1.07535
H 0.22977 -1.63399 1.13938
H -0.27812 0.00839 1.83608
H 2.20338 -0.70834 0.74803
H -2.73198 0.04874 -0.80484
H -2.61460 -0.12553 0.91749
H -2.14933 1.42727 0.29078
H 1.92226 -0.03868 -2.80087
```

The Mulliken scheme yields these atomic charges, measured in e: atom 1 (C): 0.087, atom 2 (C): -0.737, atom 3 (C): 0.191, atom 4 (C): -0.826, atom 5 (N): -0.586, atom 6 (N): -0.099, atom 7 (O): -0.299, atom 8 (Br): -0.134, atom 9 (H): 0.307, atom 10 (H): 0.441, atom 11 (H): 0.398, atom 12 (H): 0.285, atom 13 (H): 0.414, atom 14 (H): 0.272, atom 15 (H): 0.285

Record 2
The following is a quantum chemistry calculation of C3H5KO3 as an isolated structure, from the OMol25 dataset.

## Properties
energy relative to the best compared isomer or geometry (same formula, charge and spin) = 2.4516 eV
orbital gap = 6.77 eV

Structure (XYZ):
```
12
C3H5KO3 | the OMol25 dataset | ωB97M-V/def2-TZVPD
H -1.08291 0.39807 -1.62794
C -1.36337 0.05066 -0.60750
C -0.58540 0.86268 0.42362
O 0.83397 0.87292 0.13686
C 1.48817 -0.23420 0.28615
O 2.72937 -0.00489 -0.07653
K 0.25891 -2.59722 0.53817
O -1.24557 -1.29649 -0.37705
H -2.42033 0.38147 -0.48271
H -1.14260 1.84055 0.47232
H -0.66765 0.56934 1.48033
H 3.19741 -0.84287 -0.16571
```

The Mulliken scheme yields these atomic charges, measured in e: atom 1 (H): 0.230, atom 2 (C): -0.396, atom 3 (C): -0.255, atom 4 (O): -0.177, atom 5 (C): -0.328, atom 6 (O): -0.349, atom 7 (K): 0.972, atom 8 (O): -0.934, atom 9 (H): 0.271, atom 10 (H): 0.285, atom 11 (H): 0.279, atom 12 (H): 0.403

Record 3
The following is a quantum chemistry calculation of the molecule C4H8N4, from the OMol25 dataset.

## Properties
energy relative to the best compared isomer or geometry (same formula, charge and spin) = 4.8415 eV
orbital gap = 9.61 eV

Structure (XYZ):
```
16
C4H8N4 | the OMol25 dataset | ωB97M-V/def2-TZVPD
C 1.55999 0.29866 -0.13386
C 0.83641 -0.99620 -0.59238
C -1.08143 -1.40425 0.59419
C -1.66855 0.73125 -0.33701
H 1.64780 1.14535 -0.97927
H 2.74365 0.24422 0.35345
H 1.67133 -1.48763 -1.14780
H 0.21796 -0.68690 -1.35834
H -1.52903 -1.67356 1.63339
H -2.33423 1.31929 -0.94245
H -0.44836 2.37304 -0.23317
H 0.34639 0.14517 1.61421
N 0.11383 -1.66679 0.39806
N -2.06247 -0.49666 -0.20676
N -0.59542 1.33932 0.37548
N 0.58214 0.81567 0.96227
```

The Mulliken scheme yields these atomic charges, measured in e: atom 1 (C): -0.394, atom 2 (C): -0.514, atom 3 (C): 0.031, atom 4 (C): -0.033, atom 5 (H): 0.247, atom 6 (H): 0.266, atom 7 (H): 0.382, atom 8 (H): 0.388, atom 9 (H): 0.332, atom 10 (H): 0.391, atom 11 (H): 0.300, atom 12 (H): 0.394, atom 13 (N): -0.562, atom 14 (N): -0.519, atom 15 (N): -0.252, atom 16 (N): -0.457

Record 4
The following is a quantum chemistry calculation of C17H25ORe as an isolated structure, from the OMol25 dataset.

## Properties
net charge = +1
expectation value of S² = 3.817
orbital gap (spin up / spin down) = 6.10 / 7.60 eV
2S+1 = 4

Structure (XYZ):
```
44
C17H25ORe | the OMol25 dataset | ωB97M-V/def2-TZVPD
C -0.55382 0.83615 -2.42477
C -0.11062 2.28885 -2.56547
C 0.09718 0.03225 -3.54557
C -2.05902 0.82865 -2.68067
H -0.48482 0.11285 -4.47737
H 0.16298 -1.03075 -3.31327
H 1.10658 0.36605 -3.78237
H -0.20102 2.62455 -3.61077
H 0.92438 2.45915 -2.27517
H -0.73132 2.96065 -1.97247
H -2.31472 1.54945 -3.47287
H -2.63802 1.11065 -1.80397
H -2.42672 -0.13715 -3.02167
C 2.18598 -0.48855 0.94103
C 2.43978 -0.65615 -0.44017
C 2.33378 0.60285 -1.05647
H 2.68118 -1.58275 -0.93347
C 1.99448 1.54805 -0.06997
C 1.91378 0.87405 1.17643
H 1.73288 1.32695 2.13553
H 2.20938 -1.26605 1.68513
H 2.48438 0.80645 -2.09957
H 1.85398 2.60105 -0.23357
C -1.74212 -1.32205 1.09903
C -0.58762 -2.12575 1.06483
C -0.36552 -2.51665 -0.27417
H 0.01338 -2.40345 1.91393
C -1.38342 -1.95475 -1.06847
C -2.23022 -1.20435 -0.22487
H -3.09712 -0.64695 -0.52907
H -2.18712 -0.90335 1.98393
H 0.44038 -3.13905 -0.62617
H -1.49182 -2.07695 -2.12997
Re -0.00092 -0.01595 -0.20767
C 0.97218 -0.80595 3.92113
C -0.00092 -0.01595 3.06333
C -0.96952 0.90975 3.75713
O -0.00092 -0.01595 1.79233
H 0.78768 -0.62755 5.00053
H 2.01508 -0.48435 3.73373
H 0.88578 -1.89635 3.77013
H -0.77852 1.95135 3.42463
H -2.01792 0.65085 3.51623
H -0.86162 0.87595 4.86113
```

The Mulliken scheme yields these atomic charges, measured in e: atom 1 (C): 1.911, atom 2 (C): -1.812, atom 3 (C): -1.580, atom 4 (C): -1.997, atom 5 (H): 0.470, atom 6 (H): 0.253, atom 7 (H): 0.396, atom 8 (H): 0.484, atom 9 (H): 0.336, atom 10 (H): 0.372, atom 11 (H): 0.529, atom 12 (H): 0.323, atom 13 (H): 0.367, atom 14 (C): -0.066, atom 15 (C): -1.131, atom 16 (C): -0.501, atom 17 (H): 0.470, atom 18 (C): -0.980, atom 19 (C): -0.256, atom 20 (H): 0.582, atom 21 (H): 0.445, atom 22 (H): 0.634, atom 23 (H): 0.447, atom 24 (C): -0.505, atom 25 (C): -0.608, atom 26 (C): -0.955, atom 27 (H): 0.723, atom 28 (C): -0.771, atom 29 (C): -0.605, atom 30 (H): 0.562, atom 31 (H): 0.586, atom 32 (H): 0.461, atom 33 (H): 0.645, atom 34 (Re): 1.347, atom 35 (C): -1.289, atom 36 (C): 0.835, atom 37 (C): -1.213, atom 38 (O): -0.055, atom 39 (H): 0.488, atom 40 (H): 0.315, atom 41 (H): 0.327, atom 42 (H): 0.286, atom 43 (H): 0.277, atom 44 (H): 0.451

Record 5
The following is a quantum chemistry calculation of the molecule C4H4, from the OMol25 dataset.

## Properties
energy relative to the best compared isomer or geometry (same formula, charge and spin) = 2.9878 eV
orbital gap = 10.04 eV

Structure (XYZ):
```
8
C4H4 | the OMol25 dataset | ωB97M-V/def2-TZVPD
C 0.93942 0.08534 -0.00191
C 2.18411 -0.00014 0.01812
C -0.30464 0.81281 0.00006
C -0.32646 -0.69704 0.00219
H -0.61384 1.19076 1.01158
H -0.70058 1.20946 -0.98680
H -0.75647 -1.36190 -0.89020
H -0.42155 -1.23928 0.84696
```

The Mulliken scheme yields these atomic charges, measured in e: atom 1 (C): 0.186, atom 2 (C): -0.202, atom 3 (C): -0.360, atom 4 (C): -0.516, atom 5 (H): 0.229, atom 6 (H): 0.233, atom 7 (H): 0.191, atom 8 (H): 0.239

Record 6
The following is a quantum chemistry calculation of a 4-piece molecular cluster, C39H67F3I2N3O6 overall, from the OMol25 dataset.

## Properties
expectation value of S² = 3.764
orbital gap (spin up / spin down) = 8.38 / 8.37 eV
2S+1 = 4

Structure (XYZ):
```
120
C39H67F3I2N3O6 | the OMol25 dataset | ωB97M-V/def2-TZVPD
C -1.10210 2.73812 2.92500
C -0.02052 2.06692 2.54762
C 1.32141 1.18644 2.28401
C 1.11110 0.11253 1.05874
O 2.43919 -0.14429 0.52372
C 2.81922 0.81581 -0.47333
O 3.48665 1.86807 -0.14485
C 2.51985 0.66769 -2.06672
C 3.85458 0.11118 -2.81580
O 4.57625 -0.89404 -2.05129
C 5.96988 -0.55654 -1.85740
C 6.31386 -0.09039 -0.33346
F 7.61317 -0.63227 0.00229
F 6.41324 1.33764 -0.22476
F 5.36417 -0.66354 0.58162
C 0.35377 -1.20773 1.61548
I -0.52146 -1.33774 3.64333
C 0.16910 -2.41184 0.81604
C -0.58311 -3.71992 1.44994
I 0.85106 -2.58844 -1.23708
H -1.88746 3.59104 2.90599
H 2.14255 1.97332 2.03044
H 1.70081 0.66697 3.25500
H 0.42111 0.67247 0.29994
H 1.56728 0.07392 -2.30364
H 2.34571 1.73603 -2.50154
H 3.61100 -0.37924 -3.84770
H 4.48214 1.05356 -3.07469
H 6.57039 -1.54546 -2.01422
H 6.40249 0.19520 -2.60971
H -0.40803 -4.60175 0.70607
H -1.70082 -3.53095 1.64724
H 0.00263 -4.02799 2.41059
C -5.66474 -2.67362 -3.73399
C -4.51037 -3.17129 -2.81693
C -4.48086 -4.71990 -2.69694
C -5.44964 -5.32906 -1.69277
C -5.37176 -4.60606 -0.35388
C -5.57932 -3.08500 -0.50845
N -4.62764 -2.47715 -1.49716
O -3.38293 -2.46348 -0.91926
C -7.05648 -2.84489 -0.91644
C -5.47749 -2.40687 0.88402
C -3.22928 -2.79459 -3.62347
H -6.44508 -2.12774 -3.20519
H -5.30948 -1.95048 -4.47619
H -6.14236 -3.49810 -4.27493
H -3.47350 -5.03676 -2.39702
H -4.65485 -5.17500 -3.67825
H -6.46838 -5.30909 -2.09116
H -5.20464 -6.38726 -1.54749
H -6.12346 -5.02569 0.32449
H -4.39995 -4.81420 0.11121
H -7.26147 -1.77895 -1.05304
H -7.73806 -3.20830 -0.13952
H -7.35036 -3.37056 -1.82565
H -4.52066 -2.59547 1.37867
H -6.25312 -2.78339 1.55894
H -5.61478 -1.32357 0.80239
H -3.10732 -1.70816 -3.69927
H -3.29256 -3.19218 -4.64252
H -2.31748 -3.21013 -3.18408
C -9.90257 2.28116 1.05227
C -9.19361 1.08845 1.75661
C -10.17463 0.24807 2.61959
C -10.47988 0.79714 4.00661
C -9.19759 1.18485 4.73287
C -8.33774 2.15934 3.90123
N -8.03295 1.62491 2.53247
O -7.12060 0.60910 2.67799
C -9.08829 3.51525 3.83040
C -7.04534 2.50575 4.68709
C -8.79169 0.16277 0.56754
H -9.59474 3.25859 1.42145
H -9.65733 2.32558 -0.01445
H -10.99290 2.21941 1.14063
H -9.75583 -0.75661 2.76215
H -11.11728 0.10249 2.08058
H -11.16271 1.64879 3.93359
H -11.01026 0.03609 4.58997
H -9.45446 1.63368 5.69923
H -8.62826 0.27665 4.96700
H -8.52949 4.24741 3.23973
H -9.21804 3.93870 4.83232
H -10.09461 3.43704 3.41774
H -6.45289 1.62221 4.93969
H -7.28550 2.99758 5.63533
H -6.41250 3.19226 4.11501
H -8.03237 0.63215 -0.06838
H -9.66389 -0.04862 -0.06116
H -8.40684 -0.80600 0.89931
C 13.60797 2.80179 -1.02779
C 12.23765 3.15669 -1.67391
C 11.20923 3.66819 -0.62784
C 10.47882 2.59521 0.16826
C 9.93324 1.51087 -0.75251
C 11.03392 0.91380 -1.65339
N 11.75861 1.96552 -2.44154
O 10.90446 2.41243 -3.41924
C 12.00393 0.10814 -0.74971
C 10.41480 -0.17280 -2.57194
C 12.57453 4.39407 -2.56209
H 13.84296 1.73833 -1.04615
H 14.44279 3.25420 -1.57409
H 13.66959 3.13914 0.01279
H 10.44020 4.25978 -1.14124
H 11.69651 4.35765 0.07041
H 11.14338 2.16924 0.92581
H 9.64961 3.05288 0.71928
H 9.47065 0.72559 -0.14578
H 9.12482 1.93153 -1.36375
H 12.81745 -0.33195 -1.33443
H 11.47799 -0.71584 -0.25527
H 12.44059 0.69720 0.05729
H 9.60260 0.21142 -3.19542
H 9.98895 -0.98858 -1.97854
H 11.17513 -0.60942 -3.22803
H 13.23834 4.12458 -3.39132
H 13.08330 5.16040 -1.96687
H 11.68168 4.86792 -2.98041
```

Atomic partial charges in e from the Mulliken method, atoms 1 to 99: atom 1 (C): -0.561, atom 2 (C): -0.125, atom 3 (C): -0.481, atom 4 (C): 0.694, atom 5 (O): -0.075, atom 6 (C): 0.543, atom 7 (O): -0.555, atom 8 (C): -0.467, atom 9 (C): -0.477, atom 10 (O): -0.270, atom 11 (C): -0.623, atom 12 (C): 1.019, atom 13 (F): -0.292, atom 14 (F): -0.272, atom 15 (F): -0.241, atom 16 (C): -0.808, atom 17 (I): 0.016, atom 18 (C): 0.170, atom 19 (C): -1.182, atom 20 (I): 0.009, atom 21 (H): 0.327, atom 22 (H): 0.257, atom 23 (H): 0.415, atom 24 (H): 0.313, atom 25 (H): 0.185, atom 26 (H): 0.310, atom 27 (H): 0.296, atom 28 (H): 0.309, atom 29 (H): 0.260, atom 30 (H): 0.325, atom 31 (H): 0.351, atom 32 (H): 0.221, atom 33 (H): 0.403, atom 34 (C): -1.567, atom 35 (C): 1.853, atom 36 (C): -1.447, atom 37 (C): -0.469, atom 38 (C): -1.262, atom 39 (C): 2.210, atom 40 (N): 0.074, atom 41 (O): -0.334, atom 42 (C): -1.970, atom 43 (C): -1.854, atom 44 (C): -1.745, atom 45 (H): 0.293, atom 46 (H): 0.459, atom 47 (H): 0.293, atom 48 (H): 0.382, atom 49 (H): 0.402, atom 50 (H): 0.284, atom 51 (H): 0.426, atom 52 (H): 0.392, atom 53 (H): 0.282, atom 54 (H): 0.288, atom 55 (H): 0.462, atom 56 (H): 0.429, atom 57 (H): 0.135, atom 58 (H): 0.406, atom 59 (H): 0.482, atom 60 (H): 0.470, atom 61 (H): 0.422, atom 62 (H): 0.242, atom 63 (C): -1.807, atom 64 (C): 2.183, atom 65 (C): -1.354, atom 66 (C): -0.541, atom 67 (C): -1.189, atom 68 (C): 1.688, atom 69 (N): 0.266, atom 70 (O): -0.483, atom 71 (C): -1.904, atom 72 (C): -1.821, atom 73 (C): -2.107, atom 74 (H): 0.366, atom 75 (H): 0.472, atom 76 (H): 0.347, atom 77 (H): 0.370, atom 78 (H): 0.399, atom 79 (H): 0.285, atom 80 (H): 0.399, atom 81 (H): 0.394, atom 82 (H): 0.343, atom 83 (H): 0.389, atom 84 (H): 0.415, atom 85 (H): 0.415, atom 86 (H): 0.363, atom 87 (H): 0.414, atom 88 (H): 0.440, atom 89 (H): 0.596, atom 90 (H): 0.437, atom 91 (H): 0.207, atom 92 (C): -1.636, atom 93 (C): 1.735, atom 94 (C): -1.427, atom 95 (C): -0.801, atom 96 (C): -0.830, atom 97 (C): 1.751, atom 98 (N): 0.340, atom 99 (O): -0.529